Record 1
{"formula": "C4H8N2S2", "method": "the ωB97M-V functional and the def2-TZVPD basis", "smiles": "C/C=C/NNC(=S)S", "e_tot_ha": -1062.9634, "gap_ha": 0.300, "charge": 0, "e_above_lowest_kj_mol": 347.3, "e_lumo_ha": 0.007, "symbols": ["C", "C", "C", "N", "N", "C", "S", "S", "H", "H", "H", "H", "H", "H", "H", "H"], "positions_angstrom": [[3.093, -0.145, 0.303], [1.593, -0.049, 0.184], [0.666, -0.617, 0.921], [-0.716, -0.540, 0.695], [-1.305, 0.331, -0.270], [-2.564, 0.406, -0.815], [-2.590, 1.129, -2.344], [-4.299, 0.272, -0.199], [3.314, 0.747, 0.768], [3.525, -0.338, -0.649], [3.391, -0.927, 1.152], [1.493, 0.847, -0.482], [0.988, -1.396, 1.589], [-1.266, -0.636, 1.455], [-0.617, 0.584, -0.918], [-4.706, 0.332, -1.389]]}

Record 2
{"formula": "C5H8N2", "method": "the ωB97M-V functional and the def2-TZVPD basis", "smiles": "C[C@@]1(CC#N)CN1", "e_tot_ha": -304.7786, "gap_ha": 0.399, "charge": 0, "e_above_lowest_kj_mol": 149.3, "e_lumo_ha": 0.033, "symbols": ["C", "C", "C", "C", "N", "C", "N", "H", "H", "H", "H", "H", "H", "H", "H"], "positions_angstrom": [[0.591, -1.092, -0.617], [0.192, 0.119, 0.213], [-0.798, 1.032, -0.534], [-1.567, 0.238, -1.502], [-2.097, -0.480, -2.240], [0.178, 0.060, 1.700], [1.187, 0.850, 0.997], [1.436, -0.846, -1.270], [0.832, -1.959, -0.004], [-0.233, -1.394, -1.272], [-0.251, 1.816, -1.071], [-1.508, 1.520, 0.143], [0.486, -0.875, 2.167], [-0.530, 0.646, 2.285], [2.082, 0.366, 1.005]]}

Record 3
{"formula": "H26O13", "method": "the ωB97M-V functional and the def2-TZVPD basis", "e_tot_ha": -993.5946, "gap_ha": 0.348, "charge": 0, "e_above_lowest_kj_mol": 468.9, "e_lumo_ha": -0.026, "symbols": ["O", "H", "H", "O", "H", "H", "O", "H", "H", "O", "H", "H", "O", "H", "H", "O", "H", "H", "O", "H", "H", "O", "H", "H", "O", "H", "H", "O", "H", "H", "O", "H", "H", "O", "H", "H", "O", "H", "H"], "positions_angstrom": [[-1.203, -1.593, -3.129], [-1.644, -2.395, -3.424], [-1.773, -0.940, -2.527], [0.344, -2.696, 2.591], [0.965, -3.509, 2.290], [-0.079, -2.301, 1.800], [-2.887, -0.401, 0.425], [-3.361, -0.347, -0.342], [-3.836, -0.269, 0.914], [2.504, -1.060, 0.991], [2.476, -0.520, 0.147], [1.594, -1.254, 1.132], [0.299, -0.127, -0.057], [-0.563, -0.063, -0.331], [0.407, 0.858, 0.421], [0.812, 4.070, -1.064], [1.569, 4.616, -0.677], [1.040, 3.283, -0.602], [-1.287, -2.915, 0.476], [-1.866, -3.646, 1.046], [-1.797, -2.123, 0.503], [-2.531, 0.526, -2.332], [-2.060, 1.284, -2.400], [-3.411, 0.598, -2.815], [2.870, 0.329, -1.430], [2.560, -0.067, -2.305], [3.901, 0.550, -1.318], [2.743, 1.592, 2.443], [2.798, 0.769, 2.004], [2.444, 1.132, 3.327], [1.348, -1.484, -2.367], [1.376, -1.028, -1.593], [0.403, -1.521, -2.438], [-1.601, 1.553, 2.313], [-2.452, 1.868, 1.973], [-1.857, 0.700, 2.661], [0.546, 2.308, 0.906], [-0.135, 2.175, 1.471], [1.345, 2.047, 1.313]]}

Q: Which max |F| values were calculated for the entries above? A: 0.096; 0.024; 0.114, in Eh/bohr.